w | The following is a DFT calculation (ωB97M-V with the def2-TZVPD basis set) of a single C2H4N2 molecule.

```
! RIJCOSX wB97M-V def2-TZVPD def2/J DEFGRID3
* xyz 0 3
C 0.424 0.553 -0.113
C -0.970 -0.202 -0.019
N 2.452 -0.723 0.064
N 1.495 -0.154 -0.060
H 0.479 1.623 -0.056
H -1.661 0.668 0.165
H -0.892 -0.852 0.791
H -1.326 -0.914 -0.772
*
```

- gap between HOMO and LUMO (alpha / beta) (eV) = 6.75 / 11.03
- M (g mol⁻¹) = 56.07

***

x | The following is a DFT calculation (ωB97M-V with the def2-TZVPD basis set) of a single C2H4N2 molecule.

```
! RIJCOSX wB97M-V def2-TZVPD def2/J DEFGRID3
* xyz 0 3
C -0.593 0.074 -1.010
C 0.305 -1.052 -0.172
N -0.346 0.855 0.149
N 0.464 -0.081 0.765
H -0.481 0.238 -2.023
H 0.439 -2.064 -0.063
H 0.061 1.772 0.277
H 0.373 -0.189 1.702
*
```

- gap between HOMO and LUMO (alpha / beta) (eV) = 6.53 / 8.92
- M (g mol⁻¹) = 56.07

***

Name the most stable of them. w.

***

w | The following is a DFT calculation (ωB97M-V with the def2-TZVPD basis set) of a gas-phase ion, C5H16NOSi (charge +1).

```
! RIJCOSX wB97M-V def2-TZVPD def2/J DEFGRID3
* xyz 1 1
C 2.259 1.405 -0.498
C 1.971 0.014 0.037
C 0.569 -0.582 -0.508
N 0.413 -2.017 0.062
Si -1.055 0.398 -0.079
C -2.449 -0.783 -0.608
C -1.108 0.864 1.736
O -0.915 1.552 -1.182
H 1.650 2.196 0.092
H 1.743 1.477 -1.534
H 3.282 1.825 -0.490
H 2.676 -0.818 -0.105
H 1.726 0.250 1.085
H 0.771 -0.706 -1.501
H 1.013 -2.754 -0.458
H 0.875 -2.258 1.031
H -0.577 -2.205 -0.145
H -2.898 -1.288 0.169
H -3.323 -0.366 -1.120
H -2.007 -1.635 -1.314
H -1.838 0.264 2.343
H -0.043 0.792 1.977
H -1.504 1.850 1.986
H -1.232 2.525 -0.977
*
```

- SMILES = CC[C@@H]([NH3+])[Si](C)(C)O
- gap between HOMO and LUMO (eV) = 10.70
- M (g mol⁻¹) = 134.27

***

x | The following is a DFT calculation (ωB97M-V with the def2-TZVPD basis set) of a gas-phase ion, C5H16NOSi (charge +1).

```
! RIJCOSX wB97M-V def2-TZVPD def2/J DEFGRID3
* xyz 1 1
C -1.997 1.625 -0.477
O -1.239 0.529 -1.019
C 0.013 0.136 -0.511
N 0.348 -1.086 -1.297
Si 1.581 1.520 -0.974
C 0.008 -0.262 0.977
C 1.386 -0.906 1.286
C -1.089 -1.269 1.349
H -2.794 1.800 -1.285
H -1.372 2.478 -0.261
H -2.677 1.336 0.428
H 1.302 -0.943 -1.679
H -0.054 -2.023 -0.924
H -0.212 -0.903 -2.109
H 2.749 0.765 -1.439
H 1.989 2.198 0.168
H 1.184 2.474 -2.098
H -0.266 0.662 1.487
H 1.478 -1.182 2.387
H 1.447 -1.858 0.723
H 2.204 -0.280 1.061
H -0.745 -2.345 1.080
H -1.955 -1.162 0.699
H -1.289 -1.304 2.429
*
```

- SMILES = CO[C@@]([NH3+])([SiH3])C(C)C
- gap between HOMO and LUMO (eV) = 10.54
- M (g mol⁻¹) = 134.27

***

Name the most stable of them. w.

***

w | The following is a DFT calculation (ωB97M-V with the def2-TZVPD basis set) of a molecular structure, C3H2N2.

```
! RIJCOSX wB97M-V def2-TZVPD def2/J DEFGRID3
* xyz 0 1
C -0.507 0.708 0.333
C 0.654 -0.051 0.301
C -0.218 -0.995 -0.699
N 1.151 -0.618 -0.888
N 0.743 -1.409 0.340
H -1.187 0.957 1.171
H -0.635 1.408 -0.558
*
```

- gap between HOMO and LUMO (eV) = 11.04
- M (g mol⁻¹) = 66.06

***

x | The following is a DFT calculation (ωB97M-V with the def2-TZVPD basis set) of a single C3H2N2 molecule.

```
! RIJCOSX wB97M-V def2-TZVPD def2/J DEFGRID3
* xyz 0 1
C 1.348 0.273 -0.012
C 0.092 0.545 0.025
N -1.136 0.656 0.070
C -1.827 -0.463 -0.056
N -2.308 -1.504 -0.039
H 1.946 0.497 -0.897
H 1.885 -0.004 0.909
*
```

- SMILES = C=C=NC#N
- gap between HOMO and LUMO (eV) = 10.58
- M (g mol⁻¹) = 66.06

***

Name the most stable of them. x.

***

w | The following is a DFT calculation (ωB97M-V with the def2-TZVPD basis set) of a molecular structure, C37H40BiN12S.

```
! RIJCOSX wB97M-V def2-TZVPD def2/J DEFGRID3
* xyz 1 1
Bi -0.350 -0.002 -0.443
C 3.622 -4.153 0.078
C 2.364 -4.656 -0.231
C 1.227 -3.927 0.075
C 1.319 -2.678 0.709
C 2.585 -2.175 1.000
C 3.721 -2.913 0.691
N 0.143 -1.928 0.973
C -0.931 -2.561 1.457
C -0.856 -3.692 2.331
C -1.980 -4.228 2.881
C -3.275 -3.712 2.597
C -3.405 -2.673 1.735
C -2.252 -2.103 1.125
N -2.328 -1.185 0.133
N -3.467 -0.859 -0.319
C -3.441 0.031 -1.382
C -4.649 0.271 -2.040
C -4.662 1.107 -3.135
C -3.473 1.685 -3.564
C -2.320 1.417 -2.859
N -2.301 0.623 -1.781
H 4.513 -4.723 -0.155
H 2.269 -5.624 -0.711
H 0.247 -4.319 -0.176
H 2.667 -1.209 1.480
H 4.696 -2.514 0.947
H 0.120 -4.085 2.581
H -1.888 -5.060 3.570
H -4.146 -4.146 3.070
H -4.368 -2.246 1.488
H -5.534 -0.230 -1.671
H -5.590 1.309 -3.655
H -3.439 2.345 -4.419
H -1.375 1.865 -3.142
C 2.676 -3.009 -3.903
N 2.009 -1.723 -4.119
C 0.723 -1.742 -4.788
C 2.270 -0.648 -3.291
N 1.481 0.337 -3.085
N 3.548 -0.729 -2.725
C 4.091 -0.080 -1.621
N 5.444 -0.306 -1.520
N 3.406 0.633 -0.818
H 3.713 -2.995 -4.246
H 2.163 -3.767 -4.488
H 2.654 -3.312 -2.853
H 0.701 -2.571 -5.489
H 0.578 -0.826 -5.362
H -0.114 -1.855 -4.088
H 0.605 0.216 -3.578
H 4.207 -1.246 -3.275
H 5.889 -1.051 -2.026
H 5.903 -0.009 -0.680
H 3.974 0.970 -0.046
N 0.860 2.309 -0.685
C -0.074 3.223 -1.197
C 0.162 3.869 -2.408
C -0.791 4.716 -2.951
C -1.989 4.923 -2.283
C -2.223 4.278 -1.078
C -1.282 3.416 -0.512
C -1.587 2.741 0.787
C -2.227 3.509 1.768
C -2.620 2.968 2.980
C -2.342 1.639 3.262
C -1.677 0.872 2.318
C -1.307 1.393 1.082
H 1.664 2.068 -1.260
H 1.107 2.430 0.295
H 1.107 3.695 -2.911
H -0.592 5.218 -3.889
H -2.738 5.585 -2.698
H -3.172 4.417 -0.575
H -2.409 4.559 1.571
H -3.135 3.589 3.703
H -2.632 1.202 4.210
H -1.433 -0.155 2.569
C 0.987 3.246 4.585
N 0.794 1.811 4.676
C 0.203 1.145 5.742
C 0.221 -0.168 5.459
N 0.827 -0.291 4.221
C 1.187 0.919 3.732
S 1.919 1.213 2.251
H 1.450 3.615 5.498
H 0.035 3.748 4.422
H 1.640 3.442 3.740
H -0.181 1.667 6.601
H -0.135 -1.013 6.021
H 0.997 -1.143 3.716
*
```

- gap between HOMO and LUMO (alpha / beta) (eV) = 5.87 / 5.87
- M (g mol⁻¹) = 893.86

***

x | The following is a DFT calculation (ωB97M-V with the def2-TZVPD basis set) of a molecular structure, C37H40BiN12S.

```
! RIJCOSX wB97M-V def2-TZVPD def2/J DEFGRID3
* xyz 1 1
Bi 0.648 0.093 1.008
C -0.217 5.211 -1.314
C -1.303 4.988 -0.479
C -1.595 3.714 -0.020
C -0.819 2.617 -0.410
C 0.294 2.859 -1.216
C 0.588 4.137 -1.663
N -1.067 1.312 0.051
C -2.324 0.870 0.297
C -3.488 1.389 -0.331
C -4.725 0.880 -0.057
C -4.916 -0.167 0.871
C -3.830 -0.694 1.499
C -2.541 -0.190 1.220
N -1.430 -0.629 1.899
N -1.578 -1.348 2.921
C -0.390 -1.669 3.598
C -0.513 -2.217 4.870
C 0.639 -2.470 5.585
C 1.873 -2.174 5.015
C 1.901 -1.647 3.739
N 0.789 -1.413 3.043
H 0.000 6.205 -1.680
H -1.929 5.815 -0.172
H -2.429 3.572 0.654
H 0.955 2.045 -1.483
H 1.449 4.287 -2.302
H -3.378 2.163 -1.076
H -5.582 1.275 -0.587
H -5.905 -0.562 1.047
H -3.915 -1.517 2.193
H -1.499 -2.420 5.261
H 0.582 -2.894 6.578
H 2.795 -2.357 5.546
H 2.833 -1.418 3.238
C 3.268 5.484 -0.205
N 2.511 4.698 0.750
C 1.594 5.385 1.642
C 2.679 3.353 0.915
N 1.984 2.578 1.656
N 3.751 2.832 0.174
C 3.932 1.529 -0.235
N 5.230 1.246 -0.565
N 2.963 0.693 -0.320
H 2.737 6.416 -0.387
H 3.342 4.969 -1.162
H 4.273 5.737 0.153
H 1.746 6.457 1.549
H 1.783 5.112 2.682
H 0.553 5.158 1.393
H 1.209 3.081 2.076
H 4.537 3.447 0.047
H 5.940 1.957 -0.572
H 5.419 0.418 -1.100
H 3.287 -0.197 -0.688
N 2.576 -3.509 1.127
C 1.288 -3.959 1.441
C 1.071 -4.776 2.548
C -0.214 -5.157 2.896
C -1.302 -4.741 2.140
C -1.085 -3.953 1.020
C 0.196 -3.544 0.670
C 0.426 -2.802 -0.600
C 0.505 -3.567 -1.764
C 0.733 -2.985 -2.999
C 0.869 -1.611 -3.088
C 0.775 -0.838 -1.941
C 0.567 -1.414 -0.689
H 3.312 -4.079 1.516
H 2.721 -3.333 0.144
H 1.918 -5.114 3.134
H -0.364 -5.792 3.759
H -2.304 -5.048 2.404
H -1.912 -3.644 0.392
H 0.382 -4.641 -1.685
H 0.793 -3.600 -3.887
H 1.038 -1.139 -4.048
H 0.872 0.234 -2.038
C -2.530 0.313 -3.775
N -2.679 -1.061 -4.203
C -2.538 -1.524 -5.501
C -2.759 -2.852 -5.483
N -3.032 -3.184 -4.170
C -2.984 -2.089 -3.369
S -3.268 -2.021 -1.723
H -3.446 0.877 -3.959
H -1.704 0.773 -4.314
H -2.318 0.311 -2.707
H -2.305 -0.864 -6.315
H -2.756 -3.576 -6.274
H -3.256 -4.094 -3.808
*
```

- gap between HOMO and LUMO (eV) = 5.76
- M (g mol⁻¹) = 893.86

***

Name the most stable of them. w.

***

w | The following is a DFT calculation (ωB97M-V with the def2-TZVPD basis set) of 10 unconnected molecules or ions with the total composition C30H80O10.

```
! RIJCOSX wB97M-V def2-TZVPD def2/J DEFGRID3
* xyz 0 1
C 3.325 -1.472 0.659
C 4.289 -1.064 -0.427
C 5.649 -1.769 -0.349
O 3.713 -1.314 -1.719
H 3.721 -1.351 1.665
H 2.975 -2.494 0.470
H 2.393 -0.907 0.587
H 4.530 -0.001 -0.365
H 5.592 -2.853 -0.474
H 6.209 -1.502 0.546
H 6.216 -1.412 -1.215
H 3.651 -2.273 -1.809
C -1.309 -6.309 0.266
C -0.888 -5.074 -0.536
C -0.165 -4.062 0.316
O -0.016 -5.487 -1.602
H -1.851 -7.027 -0.352
H -1.969 -6.046 1.098
H -0.439 -6.814 0.687
H -1.792 -4.636 -0.974
H 0.152 -3.236 -0.331
H 0.728 -4.495 0.767
H -0.811 -3.600 1.059
H -0.569 -5.894 -2.277
C -2.624 -2.558 3.154
C -3.284 -2.432 4.510
C -3.129 -3.695 5.355
O -2.712 -1.310 5.174
H -2.718 -3.564 2.750
H -1.571 -2.272 3.205
H -3.066 -1.869 2.430
H -4.366 -2.292 4.395
H -3.478 -4.556 4.783
H -3.717 -3.635 6.275
H -2.099 -3.871 5.673
H -3.106 -1.187 6.044
C -1.476 1.610 -4.568
C -0.942 2.853 -5.269
C -0.916 2.643 -6.772
O -1.799 3.936 -4.913
H -2.432 1.303 -5.001
H -1.712 1.831 -3.525
H -0.754 0.797 -4.634
H 0.067 3.040 -4.883
H -0.194 1.869 -7.039
H -0.660 3.557 -7.317
H -1.897 2.330 -7.133
H -1.532 4.701 -5.434
C 4.916 0.696 -4.896
C 4.110 1.554 -3.938
C 2.626 1.199 -3.890
O 4.664 1.414 -2.629
H 4.834 -0.361 -4.632
H 5.960 1.000 -4.924
H 4.536 0.776 -5.922
H 4.201 2.603 -4.229
H 2.077 1.996 -3.384
H 2.483 0.275 -3.331
H 2.217 1.133 -4.902
H 4.394 0.528 -2.347
C 0.276 -2.482 -3.978
C 1.440 -3.448 -4.180
C 2.585 -2.723 -4.873
O 1.911 -3.932 -2.937
H 0.600 -1.536 -3.542
H -0.518 -2.907 -3.355
H -0.212 -2.218 -4.924
H 1.091 -4.256 -4.838
H 2.227 -2.378 -5.847
H 3.440 -3.377 -5.049
H 2.918 -1.857 -4.301
H 1.174 -4.379 -2.475
C 0.295 0.279 -1.271
C -0.817 0.345 -0.239
C -0.481 -0.299 1.100
O -1.052 1.736 -0.016
H 0.688 -0.728 -1.448
H 1.174 0.860 -0.986
H -0.076 0.622 -2.236
H -1.704 -0.121 -0.686
H 0.461 0.087 1.491
H -0.385 -1.386 1.018
H -1.261 -0.091 1.834
H -1.785 1.840 0.624
C -0.020 4.615 2.604
C -0.073 4.797 1.091
C 0.461 6.164 0.695
O 0.762 3.811 0.491
H 1.034 4.577 2.899
H -0.451 3.658 2.902
H -0.482 5.404 3.204
H -1.104 4.671 0.744
H 0.447 6.278 -0.387
H 1.455 6.352 1.097
H -0.210 6.913 1.133
H 0.217 3.020 0.316
C -0.805 1.364 6.737
C -0.546 1.772 5.303
C 0.844 1.373 4.795
O -1.507 1.213 4.406
H -0.750 0.274 6.815
H -1.753 1.738 7.125
H -0.027 1.794 7.370
H -0.593 2.863 5.221
H 0.885 0.278 4.742
H 1.688 1.717 5.391
H 0.942 1.699 3.759
H -1.866 0.411 4.812
C -4.644 0.953 2.797
C -4.151 2.301 2.268
C -4.473 3.437 3.240
O -2.740 2.257 2.067
H -5.728 0.979 2.943
H -4.214 0.799 3.788
H -4.397 0.166 2.088
H -4.571 2.525 1.288
H -4.156 4.391 2.824
H -3.894 3.257 4.153
H -5.517 3.457 3.554
H -2.285 2.125 2.916
*
```

- SMILES = CC(C)O.CC(C)O.CC(C)O.CC(C)O.CC(C)O.CC(C)O.CC(C)O.CC(C)O.CC(C)O.CC(C)O
- gap between HOMO and LUMO (eV) = 9.38
- M (g mol⁻¹) = 600.96

***

x | The following is a DFT calculation (ωB97M-V with the def2-TZVPD basis set) of 10 unconnected molecules or ions with the total composition C30H80O10.

```
! RIJCOSX wB97M-V def2-TZVPD def2/J DEFGRID3
* xyz 0 1
C 6.990 -7.834 -4.732
C 5.557 -7.258 -4.716
C 4.508 -8.327 -5.115
O 5.504 -6.895 -3.374
H 7.693 -7.002 -4.684
H 7.119 -8.350 -5.684
H 7.161 -8.506 -3.891
H 5.467 -6.351 -5.313
H 4.445 -9.256 -4.549
H 4.587 -8.784 -6.101
H 3.489 -7.940 -5.102
H 5.211 -5.981 -3.381
C 14.078 -7.412 -0.380
C 12.945 -8.090 -1.135
C 11.809 -7.088 -1.429
O 13.518 -8.657 -2.267
H 14.453 -6.654 -1.067
H 14.840 -8.093 0.000
H 13.591 -6.905 0.453
H 12.601 -8.921 -0.520
H 10.813 -7.453 -1.678
H 12.055 -6.429 -2.262
H 11.710 -6.338 -0.644
H 12.840 -9.186 -2.693
C 5.740 0.300 -4.102
C 4.359 -0.257 -4.429
C 3.540 -0.588 -3.159
O 3.605 0.759 -5.187
H 5.732 1.173 -3.450
H 6.311 0.569 -4.991
H 6.398 -0.460 -3.680
H 4.452 -1.152 -5.045
H 2.494 -0.865 -3.292
H 3.589 0.290 -2.515
H 4.044 -1.394 -2.624
H 3.529 1.389 -4.467
C 8.188 -0.921 -1.142
C 7.986 0.487 -0.769
C 9.094 0.999 0.287
O 8.094 1.309 -1.902
H 9.090 -1.110 -1.723
H 7.329 -1.327 -1.675
H 8.335 -1.589 -0.293
H 7.008 0.604 -0.302
H 8.881 2.021 0.601
H 10.088 0.860 -0.139
H 9.060 0.496 1.253
H 8.945 1.225 -2.340
C 5.896 -6.781 0.308
C 6.727 -8.080 0.517
C 6.789 -8.493 1.975
O 6.262 -9.067 -0.343
H 5.999 -6.332 -0.680
H 6.028 -6.017 1.074
H 4.846 -6.973 0.530
H 7.755 -7.937 0.184
H 5.741 -8.741 2.144
H 7.271 -7.844 2.706
H 7.298 -9.447 2.114
H 6.286 -8.878 -1.284
C 7.311 -3.260 -3.997
C 8.357 -3.682 -3.063
C 8.454 -5.202 -2.684
O 9.597 -3.264 -3.642
H 6.396 -3.177 -3.411
H 7.249 -3.874 -4.896
H 7.642 -2.292 -4.371
H 8.212 -3.301 -2.053
H 7.452 -5.488 -2.364
H 9.146 -5.345 -1.854
H 8.792 -5.735 -3.573
H 9.645 -3.689 -4.502
C 10.376 -8.672 -5.864
C 10.599 -7.250 -5.495
C 12.119 -6.899 -5.698
O 9.957 -6.382 -6.309
H 10.647 -9.382 -5.083
H 10.985 -8.912 -6.735
H 9.334 -8.819 -6.148
H 10.289 -6.967 -4.489
H 12.412 -6.760 -6.739
H 12.657 -7.678 -5.157
H 12.320 -5.858 -5.445
H 9.205 -6.793 -6.741
C 10.449 0.891 -6.261
C 10.260 1.577 -4.878
C 9.120 2.560 -4.964
O 10.077 0.577 -3.969
H 9.553 0.424 -6.669
H 11.125 0.043 -6.148
H 10.895 1.655 -6.897
H 11.198 2.090 -4.662
H 8.151 2.116 -5.191
H 9.305 3.271 -5.769
H 9.024 3.190 -4.080
H 9.620 -0.168 -4.366
C 9.164 -5.228 1.475
C 9.862 -5.761 2.682
C 11.065 -6.676 2.496
O 10.212 -4.673 3.503
H 10.035 -4.962 0.876
H 8.618 -4.318 1.723
H 8.725 -5.994 0.836
H 9.076 -6.211 3.289
H 10.737 -7.715 2.458
H 11.727 -6.651 3.362
H 11.737 -6.555 1.647
H 10.980 -4.295 3.068
C 10.784 -2.161 -8.552
C 9.749 -3.061 -7.868
C 8.245 -2.760 -8.286
O 10.038 -4.343 -8.226
H 10.698 -2.045 -9.633
H 11.781 -2.492 -8.261
H 10.574 -1.151 -8.200
H 9.990 -2.922 -6.814
H 7.816 -2.135 -7.503
H 7.701 -3.692 -8.137
H 8.129 -2.222 -9.227
H 9.698 -5.019 -7.635
*
```

- SMILES = CC(C)O.CC(C)O.CC(C)O.CC(C)O.CC(C)O.CC(C)O.CC(C)O.CC(C)O.CC(C)O.CC(C)O
- gap between HOMO and LUMO (eV) = 9.96
- M (g mol⁻¹) = 600.96

***

Name the most stable of them. w.